No. 1
DFT (wB97M-V/def2-TZVPD) results for a cluster of 14 separate species, C5H35O15 in total.

```
55
Properties=species:S:1:pos:R:3
O 0.29892 1.44597 -1.85218
C 0.79267 1.29670 -0.69586
O 1.36142 2.24946 -0.07889
C 0.73934 -0.06009 -0.03400
C -0.69712 -0.55675 0.14640
C -1.39808 0.22184 1.25293
C -0.68114 -2.05396 0.44052
H 1.25254 -0.00502 0.93610
H 1.30506 -0.77961 -0.62075
H -1.24336 -0.41551 -0.79313
H -1.04367 -0.10842 2.24418
H -2.48596 0.09123 1.17902
H -1.22613 1.29858 1.17909
H -0.06072 -2.27535 1.30986
H -0.27548 -2.63633 -0.39950
H -1.67596 -2.43658 0.67964
H -2.14955 0.13461 -3.49203
H -1.22631 1.22301 -2.80081
O -2.06519 1.08096 -3.30770
H 2.12017 -1.50964 -2.32516
H 2.99005 -2.80541 -2.16421
O 2.92438 -1.88876 -1.87689
H 2.82847 -1.34252 2.03579
H 3.20100 -1.56401 3.53004
O 2.44636 -1.37322 2.95936
H -0.06128 3.31396 2.37503
H 1.06097 2.52557 1.60797
O 0.73575 2.78512 2.50260
H -3.73962 -1.57671 -2.61936
H -3.16762 -2.91837 -3.07724
O -3.06737 -1.97552 -3.23434
H 0.73388 1.36847 3.59373
H 1.52324 -0.00033 3.58596
O 0.88103 0.53513 4.10086
H -0.16074 -1.22972 -2.97718
H 0.64657 0.09088 -2.75799
O 0.71884 -0.85092 -3.10132
H 0.88838 -2.09578 3.62336
H 0.02613 -1.10707 4.33365
O 0.06623 -2.06625 4.14490
H 3.06309 1.81766 0.30156
H 4.28612 1.64481 -0.64639
O 3.98856 1.47693 0.25903
H -3.31406 1.92659 -0.78122
H -3.26432 1.47808 -2.24290
O -3.90208 1.63017 -1.48920
H 3.44864 -1.51868 -0.23409
H 3.91654 -0.21431 0.54636
O 3.75664 -1.18086 0.63701
H 0.21254 3.61165 -0.35416
H -0.75763 3.47909 -1.46178
O -0.65118 3.97827 -0.64494
H -4.59986 -1.21248 -0.53983
H -4.48830 0.00229 -1.45981
O -4.81076 -0.94886 -1.44204
```

Largest force on an atom, hartree/bohr: 0.0170
HOMO-LUMO gap, eV: 10.09
Energy, eV: -36472.153
Charge: -1
Highest occupied orbital energy, eV: -7.57

No. 2
DFT (wB97M-V/def2-TZVPD) results for a cluster of 12 separate species, C5H36N2O11 in total at a distorted geometry.

```
54
Properties=species:S:1:pos:R:3
C -0.45110 1.19420 -2.64950
C 0.14930 1.59018 -1.33722
C -0.00143 0.77372 -0.08645
C -0.76700 1.44631 1.03188
C -0.24842 1.89066 2.16214
N -2.12216 1.90865 0.66257
N 1.68528 1.78924 -1.56008
H -0.20124 1.87397 -3.47570
H -1.54161 1.08963 -2.55956
H -0.11356 0.23883 -3.03446
H -0.13506 2.66259 -1.15439
H 0.92176 0.36787 0.40786
H -0.35518 -0.23602 -0.28410
H -0.62388 2.28369 3.09500
H 0.80495 1.68932 2.40962
H -2.52165 2.51115 1.38363
H -2.02543 2.58591 -0.10595
H -2.77725 1.11380 0.48404
H 1.89707 2.60544 -2.13061
H 2.31050 1.80573 -0.73283
H 1.95223 0.93999 -2.06392
H -0.13952 -2.77733 2.18486
H -0.51872 -1.89399 1.15515
O 0.08155 -2.66208 1.24977
H -3.47872 -0.82244 -1.04562
H -4.05665 0.55152 -1.51019
O -3.27652 0.13246 -1.12450
H 3.24526 1.23789 1.17792
H 3.25290 2.61440 1.91671
O 2.71439 2.02792 1.37335
H 2.86895 -2.04201 3.74519
H 3.20232 -3.04666 2.57896
O 3.29968 -2.12490 2.89125
H 0.35600 4.72893 0.40565
H -0.71738 5.16940 -0.47624
O -0.31908 4.34577 -0.16919
H 2.91321 -1.98543 1.04682
H 1.92752 -2.06284 -0.02502
O 2.86672 -1.84644 0.07246
H -1.21865 -4.39674 -1.39284
H -0.72182 -3.51901 -0.08717
O -1.32691 -3.60820 -0.84536
H -2.73272 -2.67691 -0.30840
H -4.06106 -3.24203 -0.36589
O -3.67126 -2.37276 -0.15717
H -2.41396 -1.02916 2.42590
H -2.95364 -1.42125 1.06772
O -2.22976 -0.90460 1.49050
H 4.83380 0.35617 -0.82792
H 3.64549 -0.39220 -0.36830
O 3.95054 0.54923 -0.48745
H -1.23192 -2.32285 -2.16075
H -0.67917 -1.98745 -3.55250
O -0.49586 -1.86641 -2.61135
```

Largest force on an atom, hartree/bohr: 0.0648
HOMO-LUMO gap, eV: 11.11
Energy, eV: -31258.263
Charge: +2
Highest occupied orbital energy, eV: -16.25

No. 3
DFT (wB97M-V/def2-TZVPD) results for a cluster of 12 separate species, C5H36N2O12 in total at a distorted geometry.

```
55
Properties=species:S:1:pos:R:3
N 1.18494 -2.56452 1.21421
C 0.67707 -2.12285 -0.10833
C 1.53783 -2.55733 -1.41645
C 0.58747 -0.54832 -0.33926
N -0.81413 -0.15411 -0.17645
C -1.66506 -0.70465 0.94652
C -3.11852 -0.64458 0.53026
O -3.91519 -1.58479 1.24217
H 1.91012 -1.99401 1.53669
H 1.20695 -3.56331 1.24420
H -0.39178 -2.51275 -0.26835
H 1.89064 -3.66758 -1.40845
H 1.04248 -2.41288 -2.32489
H 2.50801 -2.00457 -1.61706
H 0.94676 -0.34984 -1.40332
H 1.23038 -0.00489 0.39176
H -1.31570 -0.20152 -1.07616
H -1.14782 -1.72324 1.07657
H -1.41089 -0.21304 1.90531
H -3.68629 0.39223 0.58449
H -3.16578 -0.90183 -0.54178
H -3.17189 -2.38603 1.45077
H 3.10177 0.11003 0.90686
H 3.19828 0.57738 2.32283
O 3.65479 -0.08670 1.69480
H -2.03471 0.55899 -3.14333
H -3.10904 -0.29151 -3.43318
O -2.25251 -0.34205 -2.96051
H -1.65433 4.19970 -1.07689
H -1.04638 2.71729 -0.58845
O -1.36094 3.34052 -1.39874
H 2.00663 0.70001 -3.49255
H 1.13249 1.20877 -4.77240
O 1.27846 1.21648 -3.73707
H -0.80014 2.38516 -3.09679
H -2.12575 2.70175 -2.99614
O -1.63737 2.14749 -3.59712
H 0.36521 1.29271 2.60335
H 0.96658 0.21617 3.32222
O 1.27239 1.11334 2.96801
H -1.61696 2.64791 1.82017
H -0.64293 1.73661 0.72859
O -0.87451 2.60015 1.09351
H 1.17524 3.39819 -0.55791
H 1.84917 3.74968 -1.78808
O 2.02702 3.81388 -0.82616
H 0.57836 -1.54024 4.57243
H 0.42657 -1.90857 3.17227
O 0.26435 -1.29773 3.78792
H -2.31319 -4.17782 2.22620
H -2.24394 -3.20936 3.30993
O -1.72133 -3.52677 2.64080
H 3.14665 2.20460 0.13238
H 4.34558 2.41492 -0.86456
O 3.72484 1.75343 -0.41485
```

Largest force on an atom, hartree/bohr: 0.1271
SMILES string: C[C@@H](N)CNCCO.O.O.O.O.O.O.O.O.O.O.O
HOMO-LUMO gap, eV: 8.77
Energy, eV: -33315.872
Highest occupied orbital energy, eV: -8.59

No. 4
DFT (wB97M-V/def2-TZVPD) results for a structure of composition C5H37N2O14 at a distorted geometry.

```
58
Properties=species:S:1:pos:R:3
C -1.81577 2.05266 0.49657
O -2.34924 1.42719 1.57427
C -0.32977 1.62450 0.16252
C -0.34899 0.33590 -0.70738
C 0.57925 -0.86557 -0.37795
C 1.04178 -1.80616 -1.33346
N 1.72063 -3.04440 -0.91743
N 1.17250 -0.75597 0.88654
H -1.95950 3.17897 0.52778
H -2.63950 1.85562 -0.25253
H 0.31323 1.43827 1.07776
H 0.23022 2.40499 -0.21556
H 0.26077 0.48066 -1.67802
H -1.30021 -0.17987 -0.81479
H 0.59392 -1.96094 -2.32137
H 2.28329 -2.74018 -0.07397
H 2.22036 -3.52222 -1.58649
H 1.26978 -1.68318 1.45045
H 0.76351 -0.18310 1.58371
H 2.56931 1.73418 -0.30458
H 2.78156 2.41164 -1.61053
O 2.04283 2.12375 -1.03458
H -0.44801 2.99568 3.57657
H -1.59459 1.75639 3.25784
O -1.00881 2.33153 3.99641
H 1.77334 -0.24503 -4.00954
H 2.26648 -0.34839 -2.43358
O 2.37848 0.05023 -3.34652
H -2.42311 0.42474 1.48461
H -2.05216 -3.44059 -1.99071
O -1.99512 -2.65916 -1.65529
H -3.50430 -0.91831 1.55813
H -2.17088 -2.60073 -0.63709
O -2.70099 -1.04916 1.12766
H -1.00937 -4.61198 -0.02321
H 0.03551 -4.09647 -0.76250
O -0.52679 -4.76282 -0.74673
H 2.21856 1.38566 1.71782
H 3.04677 2.16595 2.68842
O 2.93527 2.04385 1.69090
H 0.63419 2.07499 -3.83627
H 1.94233 1.65580 -3.60498
O 1.55611 2.47050 -3.84541
H -2.25571 -0.66384 -2.69073
H -0.89789 -0.35393 -2.65242
O -1.67609 -0.03206 -3.10065
H 1.14222 0.55514 3.17344
H 1.33838 0.81469 4.62763
O 1.82030 0.58043 3.82042
H -1.50878 -1.22479 2.00703
H -1.14875 -0.54363 3.29005
O -0.81742 -1.21316 2.81401
H 1.44654 3.69508 -1.10809
H 0.39481 4.55727 -1.81662
O 0.82925 4.34519 -1.06290
H -2.35049 -3.69495 1.86637
H -2.37136 -2.30793 1.12169
O -2.39788 -3.46294 0.97333
```

Largest force on an atom, hartree/bohr: 0.2036
HOMO-LUMO gap, eV: 7.50
Energy, eV: -37427.891
Charge: -1
Highest occupied orbital energy, eV: -4.90

No. 5
DFT (wB97M-V/def2-TZVPD) results for a cluster of 13 separate species, C5H37NO12 in total at a distorted geometry.

```
55
Properties=species:S:1:pos:R:3
C 2.38980 -0.18483 3.14592
C 1.25056 0.14147 2.19828
C 0.41148 1.36672 2.57953
C 0.32264 2.43859 1.43713
C -1.16433 2.73239 1.07469
N 0.36311 -1.09142 2.01119
H 3.10135 0.64855 3.25033
H 3.00299 -1.05410 2.86888
H 2.06426 -0.43968 4.17254
H 1.67767 0.30828 1.21503
H 1.10387 1.81920 3.34355
H -0.47001 1.00089 3.08747
H 0.91537 2.37650 0.54717
H 0.74053 3.32238 1.94791
H -1.44225 2.53057 0.02122
H -1.50741 3.72888 1.41032
H -1.87033 2.12964 1.60313
H -0.57578 -0.80702 2.23827
H 0.81634 -1.78697 2.61646
H 3.86819 2.45824 -1.16238
H 2.48546 1.92384 -1.26978
O 2.97746 2.64606 -0.84617
H 3.04172 -2.01437 -3.34386
H 3.78042 -1.65935 -2.01881
O 3.89757 -1.71457 -2.97142
H -0.00440 -2.72651 -0.48681
H -1.38266 -2.07492 0.02522
O -0.59482 -1.97680 -0.50728
H -1.76371 1.07935 3.46408
H -3.21556 1.03611 2.95329
O -2.49354 0.47778 3.26092
H -0.37353 -1.82538 -2.76945
H -1.57893 -2.62970 -3.06644
O -0.68421 -2.49968 -3.39826
H -3.86817 -3.89805 -1.27510
H -3.62763 -2.97581 0.01240
O -3.23094 -3.57450 -0.63089
H 0.12096 4.49546 -0.98979
H 1.32979 4.49407 -1.80766
O 0.54440 5.04327 -1.66301
H -2.29509 -2.36319 2.24045
H -3.19627 -1.24914 2.80196
O -3.05829 -1.81779 2.02509
H 1.54294 -0.17173 -3.05127
H 2.86254 0.59309 -3.49756
O 2.18872 0.49667 -2.82558
H -2.84553 -0.12953 -2.07641
H -2.55738 0.87045 -3.16291
O -2.29543 -0.01849 -2.89612
H 1.12208 -2.74694 -3.83188
H 1.83424 -3.97450 -3.15049
O 1.88001 -3.35080 -3.88191
H -1.47306 0.70203 -0.84593
H -1.89209 -0.28187 0.33328
O -2.17509 0.17720 -0.45856
```

Largest force on an atom, hartree/bohr: 0.0709
HOMO-LUMO gap, eV: 9.34
Energy, eV: -31843.756
Highest occupied orbital energy, eV: -9.26

No. 6
DFT (wB97M-V/def2-TZVPD) results for a cluster of 13 separate species, C5H37NO13 in total at a distorted geometry.

```
56
Properties=species:S:1:pos:R:3
C -0.10475 -1.08312 -1.72717
O -1.51876 -1.14682 -1.37788
C 0.36763 0.23032 -1.04275
C 1.65860 0.80262 -1.70447
C 2.84158 -0.24263 -1.78255
C 1.36740 1.35610 -3.12921
N 0.53373 0.19391 0.39193
H -0.20379 -1.02574 -2.86023
H 0.51635 -1.86036 -1.29581
H -1.87374 -2.02455 -1.55714
H -0.52192 0.84576 -1.27539
H 2.00332 1.64366 -1.04592
H 3.01806 -0.99058 -1.04528
H 3.73762 0.27423 -2.09417
H 2.64676 -0.70869 -2.63832
H 0.49749 1.99393 -3.01627
H 0.90317 0.64557 -3.83089
H 2.21640 1.92527 -3.53384
H -0.26382 -0.20135 0.85789
H 1.42454 -0.12100 0.64165
H -3.25465 1.28197 -1.47039
H -2.20359 0.44056 -0.64964
O -2.79142 1.24969 -0.64196
H 2.47338 2.88954 0.48222
H 3.92671 3.28372 0.03729
O 3.01630 3.63070 0.01903
H -2.44612 3.24934 2.77452
H -1.73555 2.66430 1.66453
O -2.57440 2.68361 2.01107
H 0.58353 3.99241 1.26060
H 0.27892 2.40690 1.12679
O 0.19400 3.18341 1.71594
H -0.52678 -3.43201 1.49303
H 0.99190 -3.49346 1.16498
O 0.22069 -3.09040 0.92555
H -1.15542 -1.29311 2.55290
H -0.46462 -1.01782 4.06515
O -0.38024 -0.98416 3.06818
H 0.77115 0.57509 3.25742
H 0.95262 2.06715 2.81539
O 1.42726 1.30045 3.16132
H 0.10827 -4.42741 -1.23179
H 1.06424 -4.14061 -2.26725
O 0.14100 -4.31499 -2.18739
H 3.42084 1.35051 2.29719
H 2.60247 0.55751 1.25763
O 3.19015 1.40498 1.35428
H -2.93936 -3.87276 -0.98534
H -1.81410 -4.16617 -2.10097
O -2.49454 -3.45967 -1.83426
H -3.68557 1.32863 1.93549
H -4.89245 0.97845 1.23144
O -4.19708 0.50317 1.69681
H -1.85850 -1.23388 0.42354
H -3.01001 -1.00102 1.38814
O -2.18491 -1.60109 1.25439
```

Largest force on an atom, hartree/bohr: 0.0896
HOMO-LUMO gap, eV: 9.15
Energy, eV: -33892.024
Highest occupied orbital energy, eV: -9.22

No. 7
DFT (wB97M-V/def2-TZVPD) results for a cluster of 14 separate species, C5H37NO14S in total at a distorted geometry.

```
58
Properties=species:S:1:pos:R:3
C -2.17177 0.94827 -2.02286
C -2.35371 1.91612 -0.83222
S -3.86702 2.66006 -0.89614
C -0.91484 0.01606 -1.94892
N 0.36252 0.66741 -1.83417
C 1.28853 0.22694 -0.89352
C 2.48722 -0.86077 -1.41599
O 2.06649 -2.08025 -0.82329
H -2.03941 1.47826 -3.01847
H -2.94174 0.13677 -1.74314
H -2.19404 1.38275 0.12341
H -1.63982 2.67138 -0.87044
H -1.10401 -0.77654 -1.17020
H -0.92850 -0.45903 -3.00884
H 0.78912 1.10245 -2.65651
H 0.88448 -0.01200 0.15604
H 2.01369 1.20895 -0.96022
H 3.54747 -0.62196 -1.22937
H 2.27048 -1.03573 -2.45657
H 1.03324 -2.54398 -2.06550
H -0.43334 -2.39311 -2.40679
O 0.37997 -2.85136 -2.75487
H 0.44697 -0.68118 2.46437
H -1.00169 -0.60959 3.05851
O -0.13465 -0.55902 3.36059
H -4.34373 -0.77632 1.56313
H -2.82174 -0.29963 1.10614
O -3.35045 -0.82932 1.62726
H 2.98348 2.85681 -2.98515
H 1.72500 2.96537 -2.39707
O 2.13176 2.80883 -3.32012
H -0.18699 -2.32344 2.25422
H -0.21262 -2.79975 0.72300
O -0.47686 -2.97384 1.54975
H -3.55804 0.75750 3.17133
H -3.93248 2.05247 2.16526
O -3.33547 1.75522 3.05631
H -3.26202 -1.81317 -0.15747
H -3.24181 -3.45865 -0.19574
O -3.63028 -2.61470 -0.46011
H 2.96753 -1.63847 2.86846
H 3.24634 -0.27528 3.20502
O 3.65180 -1.09896 3.36927
H 0.87813 -1.39966 -4.67130
H 0.80311 -0.16781 -4.22830
O 0.50252 -0.63715 -4.98972
H 4.18644 -0.46067 0.27746
H 2.95510 -0.36496 1.16110
O 3.56884 0.22889 0.51785
H 2.14161 1.81693 3.81729
H 0.92245 0.97270 3.35198
O 1.14467 1.76871 3.85140
H -0.44172 4.13386 2.59111
H -1.41482 4.06541 1.47916
O -0.60176 4.50468 1.74511
H 1.58029 -2.40319 1.79485
H 1.85745 -1.79490 0.32429
O 1.71863 -1.48836 1.67933
```

Largest force on an atom, hartree/bohr: 0.1297
HOMO-LUMO gap, eV: 5.60
Energy, eV: -46771.861
Charge: -2
Highest occupied orbital energy, eV: -0.97

No. 8
DFT (wB97M-V/def2-TZVPD) results for a cluster of 14 separate species, C5H37O14S in total at a distorted geometry.

```
57
Properties=species:S:1:pos:R:3
C -1.18524 0.15371 -0.98445
O -1.72567 -1.11498 -0.74459
C 0.47668 0.21980 -1.00379
C 0.99131 1.66467 -1.18303
C 2.41935 1.76612 -1.21975
S 3.12962 1.55995 0.41853
C 4.20160 0.09569 0.16515
H -1.50183 0.81433 -0.09291
H -1.37303 0.46677 -2.02209
H 0.74884 -0.14443 -2.03705
H 0.74486 -0.34101 -0.08915
H 0.54001 1.99478 -2.13925
H 0.59410 2.10371 -0.29458
H 2.71407 2.82687 -1.53063
H 2.91619 1.05391 -1.86649
H 4.69203 -0.08460 1.07742
H 4.97889 0.36344 -0.69637
H 3.64409 -0.75643 -0.17044
H 0.07843 4.72803 -0.51272
H 0.38860 4.05236 -1.71023
O 0.44873 5.02600 -1.37307
H -1.42083 -1.59721 0.13219
H -1.81164 -2.93974 1.36995
O -1.08667 -2.25692 1.43343
H -2.36720 -1.76834 -2.83260
H -1.50188 -2.37624 -3.93612
O -2.34233 -2.03130 -3.67045
H 1.09845 -3.68049 -3.62399
H 0.21724 -2.47741 -3.90747
O 0.97209 -2.90195 -4.14010
H 0.97785 -0.21649 2.47839
H -0.37328 -0.81701 2.00932
O -0.00566 -0.18024 2.63571
H -1.08917 4.59511 0.32220
H -2.14951 3.81315 -0.35612
O -2.03277 4.51583 0.41532
H 2.41277 -1.83145 1.89919
H 1.95735 -1.78766 3.37334
O 2.65460 -1.75009 2.74239
H -4.11613 -1.24827 0.94338
H -3.77128 -0.64618 2.30662
O -4.43208 -0.67103 1.64638
H 0.06571 2.80613 1.95075
H 0.49061 4.27126 1.59846
O 0.05222 3.52455 1.22894
H 0.64517 -4.18910 -1.81534
H 0.87011 -2.78971 -1.19505
O 1.42593 -3.47406 -1.76965
H -1.78217 2.45177 2.27907
H -1.18094 1.10612 2.94886
O -1.14373 2.08389 2.89888
H -1.57948 -2.93188 -1.23714
H -0.63056 -3.10577 0.00757
O -0.91601 -3.56028 -0.91354
H -2.01884 -1.58346 2.84013
H -1.60056 -1.37338 4.17718
O -2.40906 -1.43084 3.76943
```

Largest force on an atom, hartree/bohr: 0.1199
HOMO-LUMO gap, eV: 8.99
Energy, eV: -45284.251
Charge: -1
Highest occupied orbital energy, eV: -6.51

Per-record lowest unoccupied orbital energy, eV: 2.5, -5.1, 0.2, 2.6, 0.1, -0.1, 4.6, 2.5
Per-record energy above the lowest of the compared OMol25 structures with the same formula, charge and spin, eV: 0.0000, 0.0000, 5.6899, 7.5053, 3.0996, 3.9616, 1.1074, 0.0000